Record 1
Density functional theory data (ωB97M-V/def2-TZVPD) for an isolated ion of composition C2H7Br2N2 and charge +1 in a non-equilibrium geometry.

spin multiplicity = 1
net charge = +1
ΔE to the lowest compared entry with this formula, charge and spin = 0.8721 eV

Cartesian coordinates (Å):
N  1.662  -1.314  0.017
C  0.863  0.090  -0.149
Br  0.876  1.321  1.521
C  -0.604  -0.246  -0.396
N  -1.488  0.938  -0.156
Br  -1.345  -1.713  0.699
H  2.652  -1.215  0.228
H  1.584  -1.880  0.868
H  1.364  0.706  -0.893
H  -0.623  -0.562  -1.489
H  -1.202  1.838  -0.604
H  -1.193  1.329  0.819
H  -2.546  0.709  -0.465

Mulliken population analysis, charges in e, atoms 1 to 8: N -0.57; C -0.19; Br -0.17; C -0.21; N -0.34; Br 0.00; H 0.29; H 0.27

=====

Record 2
Density functional theory data (ωB97M-V/def2-TZVPD) for a 2-piece molecular cluster, C3H7NO overall in a non-equilibrium geometry.

spin multiplicity = 1
net charge = 0
ΔE to the lowest compared entry with this formula, charge and spin = 3.3810 eV

Cartesian coordinates (Å):
C  1.785  0.375  -1.005
C  0.726  -0.085  -0.656
N  -0.538  -0.363  -0.211
C  -1.524  0.704  -0.312
H  2.788  0.543  -1.273
H  -0.883  -1.244  -0.583
H  -1.818  0.904  -1.353
H  -1.094  1.611  0.118
H  -2.412  0.411  0.254
O  0.970  -1.233  1.869
H  0.180  -0.840  1.300
H  1.820  -0.784  1.851

Mulliken population analysis, charges in e, atoms 1 to 8: C -0.28; C -0.12; N -0.38; C -0.84; H 0.45; H 0.25; H 0.31; H 0.32

=====

Record 3
Density functional theory data (ωB97M-V/def2-TZVPD) for C7H19IO2Pd as an isolated structure in a non-equilibrium geometry.

spin multiplicity = 1
net charge = -2
ΔE to the lowest compared entry with this formula, charge and spin = 0.7595 eV

Cartesian coordinates (Å):
C  0.414  -1.657  -2.884
C  1.444  1.187  -2.393
H  1.646  -1.506  -2.646
H  0.209  -1.289  -4.019
H  -0.224  -2.291  -2.210
H  1.152  1.837  -1.525
H  2.308  0.287  -2.269
H  1.173  1.290  -3.589
Pd  -0.103  0.099  -2.098
C  -1.237  1.650  -1.082
H  -1.032  2.517  -1.753
H  -0.755  1.802  -0.095
H  -2.327  1.546  -0.938
I  -1.876  -1.420  -0.591
C  2.406  -0.717  0.598
O  1.078  -0.317  0.905
C  0.565  -1.055  1.995
C  -0.751  -0.478  2.506
O  -1.087  0.715  1.847
C  -2.439  1.122  2.043
H  3.087  -0.520  1.446
H  2.725  -0.124  -0.263
H  2.471  -1.790  0.336
H  0.384  -2.089  1.668
H  1.283  -1.035  2.832
H  -1.529  -1.246  2.356
H  -0.634  -0.255  3.583
H  -3.137  0.274  2.218
H  -2.491  1.822  2.905
H  -2.725  1.641  1.115

Mulliken population analysis, charges in e, atoms 1 to 8: C -0.89; C -1.42; H 0.01; H 0.11; H 0.36; H 0.44; H 0.09; H 0.25

=====

Record 4
Density functional theory data (ωB97M-V/def2-TZVPD) for C30H37BN10O3 as an isolated structure in a non-equilibrium geometry.

spin multiplicity = 1
net charge = 0
energy = -1962.520065 hartree

Cartesian coordinates (Å):
C  5.712  -0.031  0.724
C  4.811  0.443  -0.277
C  4.114  0.720  -1.768
C  2.677  -0.042  -1.971
C  2.541  -1.682  -2.199
B  3.838  -2.708  -2.216
C  3.890  -3.997  -3.286
O  5.011  -2.608  -1.290
C  1.002  -2.283  -2.434
C  -0.358  -1.319  -2.438
C  -0.205  0.294  -2.190
C  1.313  0.867  -1.959
C  1.046  2.469  -1.737
O  1.859  3.528  -1.695
N  -0.458  2.631  -1.499
C  -1.289  1.523  -2.154
O  -2.545  1.640  -2.591
H  6.620  -0.208  1.478
H  3.903  1.895  -1.784
H  4.833  0.488  -2.662
H  4.326  -4.931  -2.685
H  4.624  -3.714  -4.165
H  2.824  -4.294  -3.689
H  5.062  -3.525  -0.841
H  0.796  -3.441  -2.632
H  -1.440  -1.735  -2.630
H  -0.595  2.542  -0.459
C  2.985  -1.235  3.819
C  3.758  -2.164  2.897
N  4.399  -2.935  2.132
H  2.044  -0.940  3.347
H  2.767  -1.743  4.762
H  3.576  -0.339  4.025
C  -4.764  0.842  -0.408
C  -4.996  0.759  1.092
N  -5.189  0.690  2.336
H  -5.006  -0.116  -0.876
H  -5.398  1.620  -0.841
H  -3.717  1.083  -0.610
C  1.221  -3.420  -6.967
C  0.593  -4.096  -5.759
N  0.072  -4.656  -4.757
H  0.446  -2.931  -7.565
H  1.945  -2.668  -6.640
H  1.733  -4.162  -7.586
C  8.619  -3.857  -3.660
C  7.423  -3.451  -2.816
N  6.430  -3.114  -2.115
H  8.739  -3.162  -4.496
H  9.528  -3.842  -3.052
H  8.472  -4.866  -4.055
C  -5.979  1.091  5.689
C  -6.607  0.415  6.897
N  -7.128  -0.146  7.900
H  -6.754  1.580  5.091
H  -5.255  1.842  6.017
H  -5.467  0.349  5.071
C  -2.113  5.168  -2.082
C  -2.440  6.496  -2.744
N  -2.712  7.598  -3.294
H  -2.832  4.407  -2.398
H  -1.107  4.847  -2.366
H  -2.160  5.272  -0.994
C  4.957  5.159  -0.980
C  5.861  4.137  -1.649
N  6.611  3.289  -2.205
H  5.559  5.874  -0.411
H  4.382  5.701  -1.736
H  4.265  4.656  -0.299
C  -6.687  -3.324  9.311
C  -6.803  -4.744  9.840
N  -6.899  -5.922  10.280
H  -5.643  -3.000  9.335
H  -7.050  -3.280  8.280
H  -7.284  -2.646  9.927
C  -8.828  3.387  2.494
C  -7.556  3.883  3.161
N  -6.500  4.295  3.714
H  -9.445  4.237  2.189
H  -8.579  2.793  1.611
H  -9.397  2.766  3.192

Mulliken population analysis, charges in e, atoms 1 to 8: C -0.45; C -0.15; C -0.16; C 0.58; C 0.34; B 0.39; C -0.76; O -0.26

=====

Record 5
Density functional theory data (ωB97M-V/def2-TZVPD) for C34H37BN3O2RuSi as an isolated structure in a non-equilibrium geometry.

spin multiplicity = 2
net charge = 0
ΔE to the lowest compared entry with this formula, charge and spin = 1.5033 eV

Cartesian coordinates (Å):
Ru  -0.023  0.161  0.099
C  2.098  0.991  2.876
C  2.270  -0.393  2.337
C  3.154  -1.320  2.866
C  3.196  -2.601  2.314
C  2.374  -2.939  1.265
C  1.503  -1.957  0.754
N  1.494  -0.718  1.313
N  0.656  -2.035  -0.256
Si  -0.313  -3.242  -0.995
C  -1.359  -2.108  -2.126
C  0.675  -4.564  -1.956
C  -1.386  -4.133  0.319
H  3.056  1.499  2.956
H  1.644  0.956  3.865
H  1.435  1.548  2.199
H  3.787  -1.048  3.694
H  3.877  -3.332  2.720
H  2.379  -3.920  0.821
H  -1.167  -2.283  -3.180
H  -1.098  -1.057  -1.908
H  -2.424  -2.231  -1.962
H  1.390  -4.123  -2.640
H  0.001  -5.188  -2.530
H  1.214  -5.211  -1.273
H  -2.196  -3.496  0.656
H  -0.795  -4.390  1.193
H  -1.823  -5.046  -0.070
C  -2.445  -1.681  3.253
C  -3.706  -1.335  2.790
C  -3.852  -0.446  1.748
C  -2.724  0.097  1.106
C  -1.442  -0.327  1.533
C  -1.315  -1.159  2.622
C  -2.786  1.116  0.094
C  -3.932  1.877  -0.152
C  -3.880  3.004  -0.929
C  -2.652  3.360  -1.551
C  -2.513  4.514  -2.318
C  -1.324  4.811  -2.966
C  -0.272  3.916  -2.891
C  -0.390  2.758  -2.141
C  -1.541  2.480  -1.395
N  -1.590  1.402  -0.559
H  -2.333  -2.353  4.091
H  -4.584  -1.751  3.263
H  -4.842  -0.160  1.426
H  -0.335  -1.429  2.998
H  -4.855  1.603  0.335
H  -4.746  3.633  -1.069
H  -3.358  5.183  -2.393
H  -1.226  5.725  -3.531
H  0.651  4.108  -3.417
H  0.417  2.039  -2.117
C  7.270  3.772  -3.590
C  5.848  4.324  -3.427
C  5.874  5.436  -2.375
C  5.379  4.944  -4.751
C  4.910  3.188  -3.046
C  4.732  2.127  -3.940
C  3.867  1.071  -3.706
C  3.153  1.100  -2.525
O  2.182  0.268  -2.057
B  1.719  0.832  -0.874
O  2.487  1.954  -0.561
C  3.335  2.140  -1.609
C  4.207  3.183  -1.844
H  7.950  4.570  -3.879
H  7.310  2.998  -4.351
H  7.618  3.346  -2.651
H  6.546  6.225  -2.703
H  6.234  5.065  -1.419
H  4.885  5.866  -2.244
H  6.001  5.800  -4.999
H  4.348  5.279  -4.665
H  5.439  4.234  -5.571
H  5.283  2.129  -4.868
H  3.744  0.274  -4.422
H  4.303  3.961  -1.109

Mulliken population analysis, charges in e, atoms 1 to 8: Ru -0.31; C -1.28; C 0.45; C -0.90; C -0.45; C -0.85; C -0.06; N 0.96

=====

Record 6
Density functional theory data (ωB97M-V/def2-TZVPD) for a 2-piece molecular cluster, C3H6O2 overall in a non-equilibrium geometry.

spin multiplicity = 1
net charge = 0
ΔE to the lowest compared entry with this formula, charge and spin = 6.5910 eV

Cartesian coordinates (Å):
C  1.377  -0.568  -0.411
C  0.345  0.150  0.234
C  -0.955  0.740  -0.229
O  1.613  0.713  0.099
O  -1.991  -0.134  0.113
H  1.964  -1.348  -0.044
H  1.339  -0.627  -1.573
H  -0.243  -0.767  2.173
H  -0.688  0.597  -1.354
H  -1.144  1.786  0.008
H  -1.616  -0.541  0.981

Mulliken population analysis, charges in e, atoms 1 to 8: C -0.40; C 0.09; C 0.04; O -0.34; O -0.38; H 0.24; H 0.14; H 0.03